# 1
53
Properties=species:S:1:pos:R:3 method="wB97M-V/def2-TZVPD" e_above_lowest_kj_mol=252.72 total_energy_ha=-1342.58174 charge=0 lumo_energy_ha=0.0032
O -0.08 -0.65 -2.28
C -0.36 0.47 -2.70
C -1.15 0.74 -3.91
C -1.51 -0.18 -4.80
C -2.29 0.08 -6.07
C -1.52 -0.73 -7.12
C -0.87 -1.90 -6.34
C -1.19 -1.65 -4.86
N 0.05 1.59 -2.04
C 0.83 1.56 -0.83
C 0.47 2.72 0.06
C 1.08 2.91 1.47
C -0.09 3.91 1.54
N -0.55 4.36 2.84
C -1.59 5.25 2.99
O -2.73 5.02 2.59
C -1.31 6.46 3.76
C -0.12 7.01 4.17
C -0.43 8.22 4.84
C 0.32 9.21 5.48
F 1.66 9.10 5.53
C -0.30 10.30 6.05
C -1.69 10.42 5.99
C -2.49 9.47 5.38
C -1.84 8.38 4.81
N -2.33 7.30 4.14
C 0.29 4.92 0.47
O 0.69 3.99 -0.56
C -0.91 2.89 0.72
H -1.45 1.77 -4.08
H -3.30 -0.32 -5.95
H -2.39 1.13 -6.33
H -2.16 -1.07 -7.93
H -0.74 -0.10 -7.57
H -1.24 -2.87 -6.67
H 0.21 -1.90 -6.50
H -0.39 -1.98 -4.19
H -2.09 -2.21 -4.56
H -0.16 2.50 -2.43
H 0.65 0.64 -0.29
H 1.90 1.59 -1.07
H 0.99 2.06 2.13
H 2.09 3.32 1.50
H 0.12 4.35 3.59
H 0.87 6.60 4.00
H 0.30 11.05 6.53
H -2.16 11.28 6.45
H -3.56 9.58 5.34
H -3.29 7.09 3.92
H -0.57 5.52 0.16
H 1.12 5.55 0.79
H -1.71 3.28 0.09
H -1.27 2.04 1.29

***

# 2
40
Properties=species:S:1:pos:R:3 method="wB97M-V/def2-TZVPD" e_above_lowest_kj_mol=544.73 total_energy_ha=-2256.55111 charge=0 lumo_energy_ha=-0.0458
N 3.88 6.77 3.32
C 3.48 5.72 2.98
C 2.94 4.46 2.54
C 2.96 4.09 1.20
C 2.40 2.89 0.77
C 1.82 2.01 1.69
S 1.45 0.30 1.11
C -0.26 0.07 0.50
Cl -0.44 0.57 -1.12
O 2.27 0.08 -0.06
O 1.56 -0.53 2.31
C 1.80 2.37 3.05
C 2.36 3.58 3.46
H 3.46 4.73 0.48
H 2.45 2.62 -0.29
H -0.98 0.38 1.30
H 1.39 1.70 3.79
H 2.39 3.83 4.51
Cl 1.02 -4.00 -5.28
C 0.12 -3.41 -3.96
C 0.29 -3.95 -2.68
C -0.33 -3.31 -1.57
C -1.03 -2.11 -1.75
C -1.48 -1.20 -0.61
C -2.95 -0.65 -0.88
C -3.67 -1.04 0.44
C -2.71 -2.00 1.13
C -1.42 -1.71 0.75
C -1.37 -1.74 -3.06
C -0.75 -2.33 -4.17
H 0.95 -4.81 -2.53
H -0.15 -3.70 -0.57
H -2.98 0.44 -1.06
H -3.47 -1.16 -1.73
H -3.87 -0.09 1.03
H -4.67 -1.47 0.21
H -3.09 -2.67 1.89
H -0.49 -1.99 1.25
H -2.00 -0.88 -3.25
H -0.87 -1.88 -5.15

***

# 3
54
Properties=species:S:1:pos:R:3 method="wB97M-V/def2-TZVPD" e_above_lowest_kj_mol=0.00 total_energy_ha=-7539.07284 charge=+2 lumo_energy_ha=-0.2836
Pt -0.27 -0.85 0.39
S 2.93 -2.44 -2.29
C 1.70 -1.84 -3.37
C 1.70 -1.88 -4.76
C 0.61 -1.36 -5.42
C -0.47 -0.82 -4.70
C -0.46 -0.77 -3.32
C 0.64 -1.28 -2.65
N 0.87 -1.32 -1.27
C 2.01 -1.93 -0.96
C 2.32 -2.13 0.44
C 3.49 -2.69 0.94
C 3.63 -2.84 2.31
C 2.62 -2.43 3.16
C 1.44 -1.86 2.67
C 1.30 -1.72 1.31
H 2.53 -2.31 -5.30
H 0.57 -1.38 -6.50
H -1.32 -0.43 -5.24
H -1.31 -0.37 -2.79
H 4.27 -3.01 0.26
H 4.54 -3.28 2.71
H 2.74 -2.55 4.23
H 0.67 -1.56 3.36
Br -2.72 0.14 4.67
C -1.49 1.19 3.74
C -1.14 2.47 4.22
C -0.24 3.26 3.56
Br 0.18 4.96 4.23
C 0.37 2.79 2.37
C 1.33 3.48 1.61
C 1.86 2.91 0.47
C 1.44 1.65 0.07
N 0.53 0.99 0.77
C -0.01 1.51 1.92
C -0.93 0.69 2.59
O -1.22 -0.53 2.10
H -1.60 2.84 5.12
H 1.65 4.47 1.92
H 2.60 3.43 -0.12
H 1.84 1.16 -0.81
C -4.13 1.81 -1.25
C -2.83 2.23 -1.50
C -1.79 1.43 -1.09
N -1.97 0.26 -0.46
C -3.23 -0.13 -0.20
C -4.33 0.61 -0.59
H -4.97 2.41 -1.57
H -2.63 3.16 -2.01
H -0.76 1.72 -1.27
H -3.35 -1.05 0.35
H -5.32 0.25 -0.36
I -1.36 -3.41 0.33
I -2.51 -3.63 -2.04

***

# 4
59
Properties=species:S:1:pos:R:3 method="wB97M-V/def2-TZVPD" total_energy_ha=-4005.07994 charge=+1 lumo_energy_ha=-0.1550
Cd -0.14 0.01 0.08
Br 4.68 5.42 2.15
C 3.54 4.29 1.16
C 3.32 3.00 1.60
C 2.46 2.18 0.89
C 1.87 2.64 -0.28
C 2.09 3.94 -0.70
C 2.93 4.77 0.02
N 1.01 1.73 -0.98
C 0.78 1.81 -2.22
C -0.11 0.83 -2.88
C -0.35 0.93 -4.24
C -1.19 0.00 -4.84
C -1.77 -0.99 -4.06
C -1.47 -1.02 -2.71
N -0.67 -0.13 -2.13
H 3.80 2.63 2.50
H 2.29 1.16 1.22
H 1.59 4.34 -1.58
H 3.09 5.79 -0.30
H 1.24 2.56 -2.85
H 0.12 1.71 -4.81
H -1.40 0.05 -5.90
H -2.43 -1.73 -4.49
H -1.90 -1.78 -2.07
C -0.43 3.75 2.58
C -1.35 3.22 1.49
C -2.50 2.43 2.05
C -3.68 3.09 2.38
C -4.74 2.41 2.96
C -4.62 1.05 3.20
C -3.47 0.35 2.88
C -3.44 -1.15 3.13
C -3.36 -1.52 4.61
C -2.40 1.06 2.32
N -1.18 0.39 1.98
C -0.50 -0.19 2.92
C 0.66 -0.97 2.66
C 1.50 -1.64 3.55
C 2.46 -2.28 2.78
C 2.16 -1.99 1.44
N 1.07 -1.21 1.36
H 0.40 4.33 2.16
H -0.01 2.94 3.18
H -0.98 4.40 3.26
H -0.76 2.61 0.80
H -1.74 4.04 0.89
H -3.76 4.15 2.18
H -5.65 2.93 3.21
H -5.46 0.51 3.64
H -2.62 -1.62 2.58
H -4.36 -1.57 2.71
H -2.39 -1.27 5.04
H -3.51 -2.60 4.74
H -4.12 -1.00 5.19
H -0.82 -0.07 3.95
H 1.41 -1.64 4.63
H 3.28 -2.89 3.12
H 2.69 -2.31 0.56

***

# 5
15
Properties=species:S:1:pos:R:3 method="wB97M-V/def2-TZVPD" e_above_lowest_kj_mol=444.12 total_energy_ha=-416.08932 charge=0 lumo_energy_ha=0.0101
C 1.85 0.94 -0.12
O 2.10 0.34 0.93
H 0.90 -0.95 1.00
H 1.63 2.02 -0.11
H 2.25 0.58 -1.09
H 0.33 0.42 -0.60
N -1.77 0.16 -0.36
C -0.57 -0.41 -0.79
N -0.01 -1.37 0.71
O -1.74 0.96 0.80
O -0.50 -1.07 -1.81
H -1.34 1.81 0.56
H -2.55 0.19 -1.00
H -0.68 -1.28 1.46
H 0.09 -2.33 0.41

***

# 6
20
Properties=species:S:1:pos:R:3 method="wB97M-V/def2-TZVPD" smiles=c1ccc(-c2ccccn2)nc1 e_above_lowest_kj_mol=246.90 total_energy_ha=-495.27514 charge=0 lumo_energy_ha=-0.0029
C 3.14 1.12 1.46
C 2.94 -0.24 1.18
C 1.78 -0.63 0.43
C 0.70 0.35 0.05
C -0.70 -0.16 -0.42
C -1.62 0.73 -0.98
C -2.96 0.24 -1.08
C -3.21 -1.14 -1.03
C -1.95 -1.99 -0.98
N -0.79 -1.58 -0.55
N 0.96 1.66 0.36
C 2.05 1.97 1.05
H 3.91 1.43 2.05
H 3.73 -1.11 1.04
H 1.80 -1.82 0.23
H -1.42 1.81 -0.95
H -3.80 0.91 -1.17
H -4.29 -1.59 -1.06
H -2.37 -2.99 -1.05
H 2.12 3.03 1.42

***

# 7
30
Properties=species:S:1:pos:R:3 method="wB97M-V/def2-TZVPD" e_above_lowest_kj_mol=211.91 total_energy_ha=-766.92057 charge=0 lumo_energy_ha="0.0012 / -0.0071"
C 1.31 0.85 0.21
C 1.84 -0.58 0.62
C -0.61 3.51 0.05
C -1.98 1.92 1.38
C 0.24 -1.36 -1.98
C -0.48 -3.29 -0.72
C -0.79 1.99 0.47
C 0.58 -2.23 -0.77
N 0.33 1.40 1.03
N 0.84 -1.62 0.55
P -0.52 -1.61 1.54
H 2.21 1.50 0.15
H 1.01 0.82 -0.80
H 2.67 -0.86 -0.11
H 2.18 -0.52 1.64
H 0.16 3.44 -0.87
H -1.62 3.84 -0.22
H -0.20 4.06 0.87
H -2.69 2.61 0.98
H -1.57 2.19 2.39
H -2.17 0.81 1.51
H -0.77 -0.94 -1.98
H 1.00 -0.63 -2.06
H 0.26 -2.10 -2.75
H -1.43 -2.76 -0.81
H -0.23 -3.93 0.15
H -0.55 -4.02 -1.48
H -0.98 1.53 -0.52
H 1.55 -2.75 -1.03
H 0.41 -1.26 2.56

***

# 8
18
Properties=species:S:1:pos:R:3 method="wB97M-V/def2-TZVPD" smiles="C=NCC[C@@H](N)C=O" e_above_lowest_kj_mol=163.76 total_energy_ha=-381.22307 charge=0 lumo_energy_ha=0.0336
C 2.52 0.77 -0.13
N 1.96 -0.36 -0.11
C 0.99 -0.66 -1.14
C -0.40 -0.90 -0.56
C -1.04 0.31 0.21
N -2.47 0.22 0.10
C -0.57 0.22 1.67
O -1.36 0.03 2.56
H 2.33 1.51 -0.91
H 3.22 0.98 0.67
H 0.93 0.17 -1.86
H 1.33 -1.51 -1.72
H -1.08 -1.05 -1.38
H -0.39 -1.80 0.05
H -0.66 1.21 -0.28
H -2.83 -0.44 0.78
H -2.99 1.08 0.19
H 0.51 0.22 1.87

***

# 9
16
Properties=species:S:1:pos:R:3 method="wB97M-V/def2-TZVPD" smiles="C=C(C)C.C=O" e_above_lowest_kj_mol=178.48 total_energy_ha=-271.68464 charge=0 lumo_energy_ha=0.0184
C 1.18 -0.63 -0.67
C 1.18 0.20 0.39
C 2.51 0.79 0.89
C -0.04 0.69 1.12
H 0.30 -1.06 -1.11
H 2.14 -0.96 -1.05
H 2.56 1.88 0.68
H 3.36 0.30 0.38
H 2.62 0.66 1.97
H -1.03 0.20 0.90
H -0.17 1.79 1.01
H 0.15 0.51 2.19
C -2.71 -0.53 -0.50
O -2.07 -0.69 -1.54
H -2.76 -1.30 0.30
H -3.36 0.35 -0.37

***

# 10
12
Properties=species:S:1:pos:R:3 method="wB97M-V/def2-TZVPD" smiles="Cl/N=C/C1CC1" e_above_lowest_kj_mol=257.31 total_energy_ha=-670.85059 charge=0 lumo_energy_ha=0.0333
Cl 3.78 -0.13 -0.20
N 2.21 0.16 0.50
C 1.18 -0.24 -0.13
C -0.06 -0.02 0.55
C -1.33 -0.74 0.08
C -1.17 0.70 -0.26
H 1.07 -0.38 -1.17
H 0.15 0.41 1.53
H -1.45 -1.37 -0.78
H -1.88 -0.88 0.98
H -0.66 1.07 -1.15
H -1.84 1.43 0.07

***

# 11
13
Properties=species:S:1:pos:R:3 method="wB97M-V/def2-TZVPD" e_above_lowest_kj_mol=536.87 total_energy_ha=-286.42716 charge=0 lumo_energy_ha=0.0404
C 1.09 0.58 -1.17
N 1.29 -0.83 -0.35
C 0.02 -0.36 -0.77
C -0.95 0.15 0.28
C -1.01 -0.49 1.59
O -0.32 0.73 1.41
H 0.99 1.53 -0.64
H 1.45 0.58 -2.19
H 2.01 0.10 -0.39
H -0.46 -0.84 -1.62
H -1.80 0.71 -0.10
H -1.92 -0.43 2.18
H -0.37 -1.35 1.76

***

# 12
24
Properties=species:S:1:pos:R:3 method="wB97M-V/def2-TZVPD" smiles="N/N=N/NNN.C=C(C)C" e_above_lowest_kj_mol=548.77 total_energy_ha=-489.11659 charge=0 lumo_energy_ha=0.0416
N 5.03 -0.83 0.27
N 4.41 -0.10 -0.60
N 3.21 -0.06 -0.28
N 2.35 0.69 -1.00
N 0.97 0.52 -0.66
N 0.76 1.00 0.57
H 4.44 -1.20 1.03
H 6.02 -0.38 0.55
H 2.78 1.23 -1.73
H 0.76 -0.49 -0.70
H 0.95 2.00 0.61
H 1.45 0.54 1.22
C -3.94 -1.17 0.50
C -2.93 -0.44 0.06
C -2.31 0.67 0.94
C -2.26 -0.53 -1.28
H -4.30 -1.89 -0.09
H -4.35 -1.08 1.46
H -1.25 0.81 0.89
H -2.49 0.58 2.09
H -2.76 1.72 0.84
H -1.98 0.51 -1.51
H -1.48 -1.21 -1.14
H -3.07 -0.90 -2.03

***

# 13
13
Properties=species:S:1:pos:R:3 method="wB97M-V/def2-TZVPD" smiles="C[SiH](C)[N+](=O)[O-]" e_above_lowest_kj_mol=457.24 total_energy_ha=-575.02191 charge=0 lumo_energy_ha="-0.0079 / -0.0079"
C -0.87 -0.32 1.59
Si 0.12 -0.60 -0.04
C 1.71 0.39 -0.41
N -0.98 0.20 -1.31
O -0.97 1.56 -1.10
O -1.65 -0.23 -2.19
H -0.38 -0.61 2.54
H -1.36 0.66 1.69
H -1.91 -0.86 1.43
H 0.30 -1.93 -0.52
H 1.64 0.19 -1.49
H 1.62 1.46 -0.25
H 2.73 0.09 0.06

***

# 14
16
Properties=species:S:1:pos:R:3 method="wB97M-V/def2-TZVPD" smiles=C[C@@H]1[C@H](C)[C@@H]1C#N e_above_lowest_kj_mol=147.67 total_energy_ha=-288.72580 charge=0 lumo_energy_ha=0.0318
C 1.14 -0.80 -1.00
C -0.40 -0.52 -0.88
C -0.89 0.66 -0.08
C 0.05 1.70 0.47
C -0.97 -0.75 0.49
C -0.04 -1.15 1.50
N 0.66 -1.50 2.35
H 1.41 -1.86 -1.22
H 1.27 -0.18 -1.94
H 1.81 -0.54 -0.10
H -1.11 -0.81 -1.69
H -1.87 1.05 -0.33
H 0.99 1.26 0.80
H 0.28 2.46 -0.28
H -0.39 2.20 1.33
H -1.94 -1.22 0.58

***

# 15
19
Properties=species:S:1:pos:R:3 method="wB97M-V/def2-TZVPD" smiles="C=CCC(=C)C.O" e_above_lowest_kj_mol=365.50 total_energy_ha=-310.92006 charge=0 lumo_energy_ha=0.0278
C 0.31 -2.65 0.86
C -0.16 -1.60 0.24
C 0.61 -0.80 -0.69
C 0.87 0.66 -0.05
C 0.06 1.69 -0.33
C 2.04 0.70 0.77
H 1.48 -2.87 0.72
H -0.02 -3.27 1.61
H -1.37 -1.36 0.38
H 0.18 -0.69 -1.65
H 1.66 -1.38 -0.93
H 0.06 2.65 0.31
H -0.62 1.94 -1.11
H 2.95 0.28 0.45
H 2.05 -0.14 1.65
H 2.45 1.71 1.05
O -3.08 1.61 -0.78
H -2.84 1.25 0.09
H -3.79 1.00 -1.08

***

# 16
14
Properties=species:S:1:pos:R:3 method="wB97M-V/def2-TZVPD" smiles=CC(C)(F)CCl e_above_lowest_kj_mol=96.21 total_energy_ha=-717.23766 charge=0 lumo_energy_ha=0.0326
C -0.09 0.97 1.12
C -0.34 -0.06 0.02
C -0.34 0.47 -1.56
F -1.51 -0.60 0.18
C 0.75 -1.21 0.33
Cl 0.30 -2.79 -0.38
H -0.35 0.55 2.10
H 0.86 1.42 1.15
H -0.92 1.73 0.93
H -0.75 -0.38 -2.07
H -0.91 1.38 -1.41
H 0.71 0.69 -1.82
H 0.92 -1.28 1.49
H 1.67 -0.90 -0.09

***

# 17
57
Properties=species:S:1:pos:R:3 method="wB97M-V/def2-TZVPD" spin_multiplicity=2 total_energy_ha=-3920.38851 charge=+2 lumo_energy_ha="-0.2597 / -0.2146" s_squared=0.8711
Co -1.00 0.17 0.65
C -1.89 1.79 3.61
C -0.97 0.64 3.98
S 0.18 0.07 2.70
C 1.33 1.46 2.43
C 0.80 2.70 1.70
S -0.04 2.28 0.13
C -1.51 3.34 0.07
C -2.45 3.28 1.26
S -2.68 1.60 1.96
H -1.38 2.74 3.62
H -2.71 1.83 4.33
H -1.54 -0.25 4.22
H -0.38 0.91 4.86
H 2.14 1.01 1.85
H 1.73 1.75 3.40
H 1.65 3.33 1.44
H 0.12 3.28 2.32
H -2.00 2.99 -0.84
H -1.18 4.37 -0.09
H -3.44 3.61 0.95
H -2.13 3.92 2.08
N -0.54 -1.98 -1.46
P 0.57 -0.99 -0.63
C 1.94 -2.13 -0.30
C 2.72 -2.56 -1.37
C 3.71 -3.50 -1.16
C 3.94 -3.99 0.12
C 3.18 -3.54 1.19
C 2.17 -2.61 0.99
C 1.22 0.14 -1.88
C 0.42 0.58 -2.93
C 0.88 1.56 -3.79
C 2.14 2.11 -3.60
C 2.95 1.68 -2.55
C 2.49 0.70 -1.69
C -1.88 -1.93 -1.22
C -2.76 -2.83 -1.83
C -4.11 -2.74 -1.56
C -4.57 -1.76 -0.69
C -3.65 -0.91 -0.12
N -2.32 -0.98 -0.37
H -0.20 -2.74 -2.03
H 2.55 -2.16 -2.37
H 4.32 -3.83 -1.99
H 4.72 -4.72 0.29
H 3.37 -3.92 2.19
H 1.57 -2.27 1.82
H -0.57 0.14 -3.08
H 0.27 1.89 -4.62
H 2.51 2.87 -4.28
H 3.93 2.10 -2.42
H 3.12 0.34 -0.88
H -2.37 -3.58 -2.50
H -4.80 -3.43 -2.02
H -5.62 -1.66 -0.46
H -3.97 -0.14 0.56

***

# 18
9
Properties=species:S:1:pos:R:3 method="wB97M-V/def2-TZVPD" smiles="[O-][N+]([O-])=N[NH2+]S" e_above_lowest_kj_mol=370.08 total_energy_ha=-714.49136 charge=0 lumo_energy_ha="-0.0791 / -0.0796"
O 0.81 -0.83 1.48
N 1.51 -0.32 0.62
O 2.72 -0.34 0.59
N 0.88 0.32 -0.36
N -0.43 0.00 -0.72
S -2.13 1.25 -0.27
H -0.79 -0.89 -0.40
H -0.54 0.10 -1.78
H -2.02 0.70 0.84